ORCA calculation (the ωB97M-V functional and the def2-TZVPD basis) on a structure of composition C15H12ClNO2Pd at a distorted geometry.

Each line ends with the Löwdin spin population.
Element x y z (Å)
Cl1 -1.814 -1.764 -1.276  0.878
C1 1.696 -2.059 -3.178  0.271
C2 2.449 -0.853 -2.996  0.298
C3 1.588 0.257 -3.267  0.213
H1 3.483 -0.796 -2.690  0.007
C4 0.271 -0.260 -3.565  0.233
C5 0.368 -1.703 -3.540  0.315
H2 -0.478 -2.367 -3.694  0.007
H3 2.052 -3.068 -3.023  0.006
H4 1.811 1.319 -3.218  0.004
C6 -0.914 0.540 -3.961  0.038
Pd1 0.695 -0.663 -1.385  1.155
C7 2.148 0.212 -0.320  0.115
C8 0.301 -2.154 -0.079  0.117
O1 2.852 0.663 0.471  0.006
O2 0.276 -2.870 0.823  0.046
H5 -0.916 1.528 -3.481  0.005
H6 -1.849 0.028 -3.693  0.007
H7 -0.882 0.685 -5.051  0.019
N1 -0.639 0.970 -0.028  0.094
C9 -0.756 0.932 1.138  0.026
C10 -0.909 0.953 2.567  0.037
C11 -2.167 0.765 3.156  0.021
C12 -2.302 0.846 4.548  0.005
C13 -1.185 1.107 5.351  0.049
C14 0.070 1.284 4.763  0.011
C15 0.216 1.210 3.375  0.015
H8 -3.037 0.566 2.525  0.000
H9 -3.276 0.698 5.002  0.000
H10 -1.288 1.158 6.433  0.002
H11 0.943 1.478 5.383  0.000
H12 1.192 1.359 2.908  0.000

Output
Charge ... +2
<S²> ... 6.02
Multiplicity ... 5
Relative energy (zero: lowest compared OMol25 entry of this formula, charge and spin) ... 0.0 kcal/mol
DFT total energy ... -1371.279747 hartree
Gap between HOMO and LUMO (alpha / beta) ... 8.6 / 3.2 eV



ORCA calculation (the ωB97M-V functional and the def2-TZVPD basis) on a structure of composition C15H12MnN4O4S2 at a distorted geometry.

Each line ends with the Löwdin spin population.
Element x y z (Å)
Mn1 0.856 -0.196 0.106  1.834
C1 -2.838 -0.738 -4.119  0.038
S1 -1.331 0.244 -4.053  0.389
C2 -0.656 -0.184 -2.534  0.002
S2 0.584 0.868 -1.866  0.015
N1 -1.088 -1.198 -1.846  0.314
N2 -0.581 -1.327 -0.626  -0.002
C3 -1.110 -2.228 0.169  0.126
C4 -0.762 -2.060 1.542  -0.002
C5 -1.332 -2.760 2.609  0.050
C6 -1.031 -2.366 3.900  -0.010
C7 -0.172 -1.290 4.092  0.057
C8 0.382 -0.658 2.988  0.008
N3 0.098 -1.017 1.738  0.025
H1 -2.988 -1.011 -5.160  0.004
H2 -3.671 -0.111 -3.798  0.014
H3 -2.759 -1.616 -3.486  0.002
H4 -1.846 -2.932 -0.199  0.002
H5 -2.007 -3.578 2.413  0.002
H6 -1.457 -2.886 4.743  -0.001
H7 0.074 -0.953 5.085  0.003
H8 1.082 0.157 3.124  -0.001
O1 2.372 -1.372 0.225  0.017
C9 3.460 -1.155 0.801  -0.001
C10 3.839 0.074 1.421  0.013
C11 5.049 0.217 2.127  -0.003
C12 5.382 1.439 2.664  0.014
C13 4.569 2.573 2.506  -0.003
C14 3.360 2.460 1.870  0.011
C15 2.949 1.217 1.330  -0.001
O2 1.809 1.096 0.756  0.081
N4 6.626 1.575 3.448  0.001
O3 6.904 2.690 3.788  0.001
O4 7.220 0.558 3.675  0.002
H9 4.186 -1.977 0.811  -0.002
H10 5.712 -0.629 2.263  0.000
H11 4.900 3.521 2.912  0.000
H12 2.698 3.307 1.758  0.001

Output
Charge ... +2
<S²> ... 3.88
Multiplicity ... 4
DFT total energy ... -3045.429459 hartree
Gap between HOMO and LUMO (alpha / beta) ... 6.1 / 4.4 eV



ORCA calculation (the ωB97M-V functional and the def2-TZVPD basis) on the molecule C15H12N2O2S at a distorted geometry.

Each line ends with the Löwdin charge.
Element x y z (Å)
O1 -2.237 -3.049 0.892  -0.290
S1 -1.464 -2.193 0.046  0.684
O2 -1.054 -2.702 -1.231  -0.289
N1 -0.052 -1.796 0.918  -0.038
C1 0.589 -0.573 0.779  -0.244
C2 0.008 0.621 1.143  -0.024
C3 0.702 1.828 0.990  -0.064
C4 1.977 1.859 0.496  -0.040
C5 2.624 0.657 0.150  -0.155
C6 3.945 0.591 -0.342  -0.012
C7 4.488 -0.626 -0.655  -0.051
C8 3.708 -1.781 -0.465  -0.127
N2 2.487 -1.759 -0.008  0.115
C9 1.929 -0.572 0.294  -0.161
H1 4.108 -2.759 -0.696  0.109
H2 5.494 -0.713 -1.035  0.102
H3 4.510 1.505 -0.461  0.116
H4 2.506 2.793 0.375  0.110
H5 0.210 2.746 1.277  0.107
H6 -0.985 0.630 1.562  0.112
H7 0.618 -2.540 0.730  0.101
C10 -2.327 -0.649 -0.198  -0.307
C11 -1.949 0.167 -1.247  -0.063
C12 -2.620 1.362 -1.443  -0.060
C13 -3.659 1.716 -0.595  -0.069
C14 -4.038 0.880 0.444  -0.064
C15 -3.367 -0.315 0.647  -0.061
H8 -3.630 -0.997 1.440  0.117
H9 -4.855 1.158 1.093  0.108
H10 -4.182 2.648 -0.750  0.106
H11 -2.337 2.014 -2.254  0.108
H12 -1.146 -0.150 -1.894  0.122

Output
SMILES string ... O=S(=O)(Nc1cccc2cccnc12)c1ccccc1
Charge ... 0
Multiplicity ... 1
Relative energy (zero: lowest compared OMol25 entry of this formula, charge and spin) ... 0.0 kcal/mol
DFT total energy ... -1236.979109 hartree
Gap between HOMO and LUMO ... 8.4 eV



ORCA calculation (the ωB97M-V functional and the def2-TZVPD basis) on a structure of composition C15H12N4O2RuS at a distorted geometry.

Each line ends with the Löwdin spin population.
Element x y z (Å)
Ru1 1.180 -1.285 -0.390  2.430
O1 3.447 2.739 -0.221  0.010
C1 2.348 3.482 -0.040  0.014
C2 2.485 4.866 0.085  -0.002
C3 1.375 5.668 0.236  0.016
C4 0.099 5.113 0.273  -0.001
C5 -0.048 3.749 0.186  0.012
C6 1.063 2.913 0.045  0.002
C7 0.868 1.471 -0.008  0.065
O2 1.857 0.661 -0.263  0.103
N1 -0.336 1.009 0.227  0.000
N2 -0.448 -0.319 0.112  0.226
C8 -1.616 -0.811 0.553  0.131
C9 -2.072 -2.110 0.408  0.126
C10 -3.401 -2.419 0.817  0.039
C11 -3.980 -3.608 0.513  0.085
C12 -3.242 -4.540 -0.261  0.086
C13 -1.940 -4.269 -0.549  0.035
N3 -1.318 -3.127 -0.179  0.155
H1 3.165 1.798 -0.288  0.000
H2 3.477 5.284 0.057  0.000
H3 1.498 6.737 0.318  0.001
H4 -0.770 5.747 0.375  0.000
H5 -1.020 3.285 0.224  0.000
H6 -2.286 -0.085 1.003  0.005
H7 -3.929 -1.656 1.367  -0.001
H8 -4.978 -3.842 0.844  0.003
H9 -3.685 -5.464 -0.588  0.004
H10 -1.328 -4.986 -1.078  0.003
C14 0.125 -3.064 -0.231  0.067
H11 0.504 -3.408 0.764  0.030
H12 0.454 -3.809 -0.970  0.015
S1 5.572 -1.849 -1.377  0.203
C15 4.022 -1.894 -1.088  0.088
N4 2.859 -1.977 -0.876  0.051

Output
Charge ... 0
<S²> ... 6.05
Multiplicity ... 5
Relative energy (zero: lowest compared OMol25 entry of this formula, charge and spin) ... 0.0 kcal/mol
DFT total energy ... -1441.290323 hartree
Gap between HOMO and LUMO (alpha / beta) ... 6.6 / 5.9 eV



ORCA calculation (the ωB97M-V functional and the def2-TZVPD basis) on a structure of composition C15H12N6S3SbTi.

Each line ends with the Löwdin spin population.
Element x y z (Å)
Ti1 0.582 -1.093 0.569  1.236
N1 2.399 -2.307 -3.294  0.017
C1 2.185 -1.772 -2.086  0.024
N2 1.028 -1.690 -1.516  0.018
C2 -0.108 -2.202 -2.181  0.062
N3 -1.254 -2.160 -1.607  -0.031
N4 -1.178 -1.616 -0.349  0.146
C3 -2.334 -1.424 0.295  0.268
C4 -2.230 -0.840 1.575  0.080
C5 -3.330 -0.611 2.427  0.057
C6 -3.114 -0.100 3.678  0.039
C7 -1.803 0.180 4.095  0.090
C8 -0.768 -0.048 3.219  0.026
N5 -0.959 -0.524 1.977  0.116
C9 0.064 -2.777 -3.516  0.002
C10 -0.999 -3.289 -4.260  0.012
C11 -0.778 -3.829 -5.511  0.000
C12 0.510 -3.868 -6.041  0.015
C13 1.575 -3.367 -5.319  -0.001
C14 1.345 -2.825 -4.061  0.011
H1 3.340 -2.347 -3.649  0.000
H2 3.053 -1.392 -1.558  0.005
H3 -3.276 -1.706 -0.157  0.015
H4 -4.325 -0.858 2.081  0.001
H5 -3.948 0.075 4.346  0.000
H6 -1.593 0.556 5.086  0.005
H7 0.265 0.131 3.498  0.003
H8 -1.989 -3.253 -3.828  0.000
H9 -1.608 -4.224 -6.081  0.000
H10 0.681 -4.293 -7.021  0.001
H11 2.581 -3.394 -5.720  0.000
S1 3.038 0.392 3.444  0.341
Sb1 3.377 -0.937 1.631  0.376
S2 1.672 -2.690 1.784  -0.005
S3 0.750 1.403 -0.459  0.043
N6 1.026 2.549 2.048  0.013
C15 0.937 2.098 0.981  0.013
H12 1.419 3.011 2.840  0.003

Output
Charge ... 0
<S²> ... 3.79
Multiplicity ... 4
Relative energy (zero: lowest compared OMol25 entry of this formula, charge and spin) ... 26.2 kcal/mol
DFT total energy ... -3191.708440 hartree
Gap between HOMO and LUMO (alpha / beta) ... 5.8 / 6.7 eV



ORCA calculation (the ωB97M-V functional and the def2-TZVPD basis) on a cluster of 2 separate species, C15H12NO4S2 in total at a distorted geometry.

Each line ends with the Löwdin charge.
Element x y z (Å)
C1 0.993 -2.911 -2.709  -0.377
N1 2.100 -2.983 -3.126  -0.153
C2 1.429 3.460 -0.206  -0.092
C3 2.173 2.740 -1.147  -0.072
C4 1.567 1.734 -1.910  -0.045
C5 0.226 1.427 -1.663  -0.284
S1 -0.664 0.124 -2.524  0.682
C6 -0.765 -1.336 -1.435  -0.436
C7 -1.726 -2.235 -1.703  0.003
S2 0.505 -1.724 -0.211  0.634
C8 -0.163 -1.168 1.358  -0.260
C9 0.411 -0.077 2.012  -0.057
C10 -0.015 0.250 3.297  -0.083
C11 -1.007 -0.512 3.932  -0.090
C12 -1.502 -1.662 3.305  -0.084
C13 -1.024 -2.023 2.043  -0.064
O1 0.678 -3.152 -0.103  -0.325
O2 1.627 -0.850 -0.451  -0.319
O3 -2.013 0.597 -2.735  -0.326
O4 0.196 -0.225 -3.627  -0.307
C14 -0.555 2.227 -0.834  -0.076
C15 0.054 3.227 -0.083  -0.093
H1 1.901 4.224 0.417  0.098
H2 3.237 2.942 -1.292  0.105
H3 2.137 1.159 -2.642  0.128
H4 -1.847 -3.155 -1.128  0.082
H5 -2.545 -1.965 -2.362  0.076
H6 1.181 0.515 1.523  0.110
H7 0.472 1.083 3.804  0.101
H8 -1.331 -0.268 4.950  0.099
H9 -2.218 -2.309 3.804  0.099
H10 -1.315 -2.972 1.600  0.111
H11 -1.622 2.012 -0.747  0.114
H12 -0.574 3.805 0.594  0.099

Output
Charge ... -1
Multiplicity ... 1
DFT total energy ... -1730.793994 hartree
Gap between HOMO and LUMO ... 6.6 eV